{"formula": "C6H12O2", "method": "the ωB97M-V functional and the def2-TZVPD basis", "species": ["C", "C", "C", "C", "O", "C", "C", "H", "H", "H", "H", "H", "H", "H", "H", "H", "H", "H", "H", "O"], "coordinates": [[-2.898235, 1.780606, -0.308091], [-1.837626, 0.687621, -0.332019], [-2.192896, -0.595006, -0.256079], [2.040327, 1.009352, -0.932758], [2.568688, -0.274314, -1.334642], [0.534106, 0.755806, -0.973396], [-0.464117, 1.271773, -0.275944], [-3.784841, 1.433524, -0.833474], [-2.570703, 2.708132, -0.783868], [-3.276971, 2.041533, 0.668651], [-3.248766, -0.832820, -0.191541], [-1.533491, -1.443419, -0.390599], [2.468562, 1.083113, 0.070550], [2.333617, 1.847445, -1.561629], [3.037348, -0.231540, -2.158040], [0.375570, -0.011761, -1.721841], [-0.413141, 2.110680, 0.409862], [2.656400, -3.841143, 4.000416], [3.390064, -4.717509, 3.060543], [2.816099, -4.782074, 3.843904]], "forces_ev_per_angstrom": [[-0.481, -0.332, -0.437], [-0.209, 1.111, 0.550], [0.011, 0.166, -0.649], [-0.569, -1.321, 0.414], [0.251, 0.153, 0.139], [1.031, 0.591, -0.033], [-0.650, -1.155, -0.220], [-0.061, 0.009, -0.237], [0.118, -0.178, -0.015], [0.264, 0.040, 0.627], [-0.009, -0.024, -0.129], [0.297, 0.193, 0.423], [-0.481, 0.776, 0.014], [0.231, -0.070, -0.113], [0.285, 0.213, -0.575], [-0.513, -0.153, 0.195], [0.488, -0.021, 0.049], [-0.224, -0.213, 0.299], [-0.230, -0.436, 0.324], [0.451, 0.651, -0.628]], "smiles": "C=C(C)/C=C/CO.O", "homo_energy_ha": -0.325, "e_tot_ev": -10509.5086, "orbital_gap_ev": 9.6}